This record from the Open Molecules 2025 dataset describes 7 unconnected molecules or ions with the total composition C36H86F2N9O12S2 at a distorted geometry. The level of theory is the ωB97M-V functional and the def2-TZVPD basis.

Geometry as XYZ:
```
147
Properties=species:S:1:pos:R:3:forces:R:3
N 9.046783 6.881182 -12.965071 -0.603 -1.177 -0.953
H -2.742990 8.942688 -9.892225 0.158 0.044 -0.175
H -1.592766 0.829366 -14.868849 0.429 0.025 -0.520
H 2.556371 3.221523 -13.476572 0.084 -0.351 0.505
H -6.190658 8.380566 -8.658268 0.169 0.617 0.354
H 8.687295 6.623866 -10.310180 0.101 -0.207 0.351
O 5.988979 11.021500 -9.145386 -0.141 -0.628 0.313
C 9.626901 8.223006 -12.585459 0.278 -0.882 -0.866
H -5.750508 11.556185 -5.823718 -0.069 -0.170 -0.526
C 1.796428 10.580714 -4.616497 0.237 -0.393 0.671
H 0.400351 11.565835 -6.548395 -0.105 -0.153 -0.070
H 5.724551 9.806151 -13.682813 -0.043 0.370 0.164
H 5.738286 8.671010 -6.927963 0.077 -0.010 0.002
O 0.715226 7.295976 -11.046440 1.327 -0.666 0.341
H 6.768914 4.659271 -6.115586 0.123 0.090 0.316
H 7.893429 10.325416 -8.824060 -0.110 0.416 0.074
C -0.458806 3.299562 -8.582304 0.112 -0.577 -0.575
C -0.275504 1.301761 -6.290021 -1.272 0.381 0.357
C 9.393584 5.696361 -12.084556 0.174 0.496 -0.151
C 6.379767 4.895484 -10.192781 -0.203 -0.272 -0.733
H 8.865758 4.815034 -10.245969 0.102 0.160 0.192
N 0.573665 3.650316 -13.354378 -0.468 0.336 -0.327
H -2.585432 4.282497 -13.722058 -0.142 -0.409 -0.139
O 0.582498 6.753755 -8.650459 0.921 -0.280 -0.143
O 3.477568 6.132147 -9.621676 -0.900 -0.047 -0.480
H 0.085251 3.074772 -5.254704 0.051 -0.469 0.278
H -1.833950 7.568467 -11.769268 -0.210 0.126 0.374
H 1.171633 11.757577 -8.904839 0.127 -0.027 -0.096
H 3.039100 8.447992 -6.827979 0.466 -0.040 -0.189
C 7.138328 10.330254 -9.611923 0.090 -0.143 0.541
H 4.640144 10.273808 -10.616963 0.258 -0.256 0.222
H -0.761817 4.125807 -9.235543 0.039 0.193 0.173
C 1.936455 3.862274 -12.844505 0.235 -0.006 -1.102
F 4.697148 8.110748 -9.521902 -0.071 0.181 -0.084
H -2.976864 9.317632 -7.089388 -0.241 0.678 -0.059
N -1.129001 2.818535 -14.431185 0.331 -0.028 0.322
H -2.373045 1.635228 -4.046620 0.338 -0.361 -0.568
H -1.357373 1.360012 -6.410318 0.038 0.118 -0.145
C 8.940271 9.296009 -13.381259 -0.167 0.677 -0.319
H 9.596531 8.327033 -11.506311 -0.201 0.116 0.006
H 5.421349 11.810295 -10.949689 -0.076 0.006 -0.037
H 4.174655 12.829147 -8.973310 0.165 0.007 -0.071
N 0.207978 2.732950 -6.213715 0.154 0.349 -0.758
C 0.026606 0.602748 -4.978407 1.539 -0.686 -0.321
H 3.129950 3.853058 -11.105014 0.007 0.161 -0.234
H -1.884982 2.022688 -16.228703 -0.272 -0.183 -0.074
C 8.861177 6.820225 -5.407293 -0.536 -1.222 -0.773
C -1.587222 3.880248 -13.686858 -0.158 0.715 0.013
H 2.644328 10.195084 -4.047812 0.061 0.023 -0.150
H -2.926346 1.826938 -14.716196 -0.218 0.460 -0.569
H 10.440688 5.806654 -11.802040 0.022 -0.002 -0.044
H 6.901542 9.271738 -9.772001 -0.043 0.137 -0.611
H 9.348941 6.636750 -13.915729 0.670 0.255 0.199
H -3.450404 7.359601 -8.282794 0.214 0.621 -0.264
C -0.529962 4.422206 -13.037951 0.692 -0.152 0.027
C -0.446752 3.755669 -7.136083 0.008 -0.991 -0.130
C 1.862184 11.727922 -8.062810 -0.194 -0.184 -0.048
H 1.206714 2.738147 -6.419327 0.058 -0.037 0.213
C -5.129156 10.669854 -5.704300 -0.033 0.764 0.532
H 8.037389 6.854965 -13.168796 -0.194 0.701 1.007
H -1.749617 0.340384 -2.944385 0.015 -0.183 -0.419
H -0.334304 1.535590 -10.526147 0.233 0.491 0.426
H 2.271689 4.849337 -13.172682 -0.343 0.215 0.396
H 3.098085 12.207399 -10.237705 0.222 0.062 -0.212
H 6.279894 5.459092 -9.260117 0.025 0.146 -0.095
N 3.144317 11.074833 -8.498104 -0.367 0.614 0.526
C 6.749970 10.031776 -13.960992 0.275 0.016 0.052
C 3.178377 7.550284 -6.232156 -0.671 1.030 0.654
C 1.254573 10.975166 -6.898103 0.225 0.678 0.405
H 8.970633 5.733866 -5.325079 0.044 0.048 0.193
H 1.090068 0.332598 -4.955836 0.043 0.288 0.182
C 8.103378 7.081766 -6.723600 0.101 0.664 1.123
N -5.221912 8.318822 -8.979680 -0.105 -0.833 -0.784
H -5.618854 9.779595 -10.455166 -0.118 -0.082 0.132
H 1.415940 11.418646 -4.029370 -0.206 0.145 -0.363
H 2.111307 12.743327 -7.762278 -0.055 0.028 0.026
C 3.866727 11.937644 -9.514598 -0.727 -0.648 -0.066
C -1.935761 1.819400 -15.167105 -0.033 -0.102 0.991
H -2.528400 8.633846 -12.982562 0.003 -0.178 -0.242
C -4.003727 8.985722 -6.875376 0.361 -0.872 0.202
H -1.700886 0.657592 -10.048182 -0.382 0.194 0.324
H 9.097484 9.170933 -14.461548 0.100 -0.271 0.032
O -0.230137 1.428516 -3.878441 -0.409 0.115 -0.517
H -1.655693 2.012205 -2.546133 0.354 -0.025 -0.059
H 7.546373 10.849562 -10.479368 0.034 -0.334 -0.207
S 1.042232 7.634786 -9.689214 -5.597 1.824 0.701
H 3.725038 11.057728 -7.656555 0.031 -0.381 -0.004
H -3.950905 8.549852 -5.871343 -0.042 -0.118 -0.048
H 0.139136 4.667463 -7.046561 -0.204 0.148 0.036
H 2.889570 10.099043 -8.780757 0.593 0.606 -0.263
H 2.003114 2.605250 -11.041416 -0.718 0.022 -0.090
N 4.526022 7.019839 -6.288946 0.348 -0.623 -0.950
H 8.522814 6.468997 -7.516298 -0.249 0.136 -0.272
C 5.013746 11.187602 -10.143163 0.008 0.952 -0.250
C 4.833867 5.698624 -6.045756 -0.591 0.088 0.653
H 9.306782 4.813115 -12.713870 -0.209 -0.106 0.182
H -4.604228 10.329034 -9.091886 -0.261 0.027 0.036
N 6.668556 6.782909 -6.521825 0.163 -0.626 -0.335
C -1.321016 1.680261 -10.058845 0.046 -0.932 -1.140
C 2.084270 3.644080 -11.359042 1.381 0.107 0.171
C 8.538470 5.673546 -10.838280 -0.305 -0.008 -0.318
H 9.877614 7.197947 -5.445892 -0.136 0.440 0.225
O 7.567028 9.249935 -13.087304 -0.102 -0.556 0.012
H -5.614586 10.080657 -4.923451 0.281 -0.278 -0.058
H -0.449092 -0.382093 -4.967766 -0.485 0.243 0.160
C 0.185565 2.730979 -14.233628 0.066 -0.472 0.295
H -1.464082 3.861641 -6.763495 0.011 0.229 -0.043
H -5.277154 7.538978 -9.646806 0.190 0.104 -0.111
S 3.399693 7.442218 -10.190900 3.054 1.644 1.217
H -0.368573 5.322402 -12.466169 -0.386 -0.052 0.157
O -5.002493 9.953408 -6.928510 -0.093 0.066 -0.136
C -3.554748 9.225175 -10.577778 -0.115 -0.076 0.097
H 0.916457 9.962960 -7.151638 0.001 0.005 -0.110
O -3.844435 8.189604 -11.480084 -0.070 -0.632 0.377
H -3.279454 10.148658 -11.096908 0.096 0.001 0.006
O 2.260030 10.942959 -5.904997 0.118 -0.198 -0.215
O -1.314409 2.193385 -8.759320 -0.108 0.299 0.615
H 9.386340 10.273134 -13.156242 -0.024 -0.050 0.202
H 8.241947 7.124581 -4.568112 0.451 0.465 0.188
C -4.806397 9.515095 -9.780739 0.376 0.434 -0.128
C -1.558438 1.318607 -3.386532 -0.679 0.534 1.502
H 1.553807 4.371850 -10.747485 -0.482 -0.262 -0.090
H 2.394819 6.868627 -6.553690 0.447 -0.432 -0.165
H 4.054225 5.014126 -5.763434 0.123 -0.111 -0.006
H 6.846323 9.769102 -15.019159 0.328 -0.176 0.082
H 10.653656 8.096720 -12.930395 0.184 0.498 0.385
H 1.047605 9.783274 -4.666633 -0.085 0.102 -0.074
F 0.016368 8.870879 -9.495966 0.411 -0.010 0.331
H 0.121876 0.840523 -7.186355 0.189 -0.108 0.109
C -2.761153 7.805955 -12.308504 0.411 0.364 -0.107
O 3.567136 7.700645 -11.575444 -0.433 -0.321 0.307
C -4.323450 7.865301 -7.868819 -0.556 -0.803 0.169
H 8.120317 8.148317 -6.945559 0.228 -0.092 -0.376
H 7.044005 11.076129 -13.840250 -0.449 0.133 -0.059
H 2.959931 7.856385 -5.207690 0.051 -0.158 0.053
H 6.737057 3.882315 -9.979926 0.251 0.113 0.033
H -3.036006 6.910831 -12.860123 -0.312 0.174 -0.122
C 6.168494 5.551896 -6.132658 0.107 0.100 -0.752
O 7.169969 5.549207 -11.177251 0.496 -0.046 0.050
N 2.343580 8.472057 -9.377875 1.121 -2.766 -1.977
H -4.850868 7.012601 -7.431449 -0.281 0.396 0.336
H 0.827751 1.987454 -14.679321 -0.037 -0.036 0.037
H 5.420246 4.789877 -10.693225 -0.196 0.080 0.410
H -4.152172 11.044829 -5.386229 -0.003 -0.225 0.143
H -1.927235 2.261168 -10.760485 -0.065 0.202 0.189
C 5.660175 7.632866 -6.646758 -0.346 0.283 0.565
H 0.530809 2.964488 -8.926572 0.257 0.409 0.226
```
Positions in Å, forces in eV/Å.

Its multiplicity is 1. The total charge is +5. The calculation puts the gap between HOMO and LUMO at 9.7 eV. The value obtained for the lowest unoccupied orbital energy is -9.62 eV. The value obtained for the electronic energy is -103763.0421 eV.

***

This record from the Open Molecules 2025 dataset describes C6H12Br2O2 in the gas phase at a distorted geometry. The level of theory is the ωB97M-V functional and the def2-TZVPD basis.

Geometry as XYZ:
```
22
Properties=species:S:1:pos:R:3:forces:R:3
C -1.441053 0.335620 -0.002372 -0.128 0.441 -0.765
H -3.794482 2.358742 -0.448712 0.117 -0.518 0.770
Br 3.975895 0.952380 -1.125120 0.170 -0.163 0.395
C -1.023082 -1.054753 -0.465257 0.081 -0.828 -0.084
Br -4.714753 1.541970 1.792894 0.966 0.235 -0.687
H 0.640188 -0.540506 -1.794375 -0.134 -0.823 0.634
H -1.199039 -1.742122 0.379094 -0.095 -0.013 -0.418
O 2.668586 -1.248317 0.023087 1.692 1.152 0.168
H 0.755591 -2.216914 -1.056297 -0.323 0.893 0.068
C 0.469538 -1.152802 -0.863919 -0.202 0.496 -0.578
H -0.974664 1.068285 -0.692449 0.085 -0.060 0.546
H 3.572762 0.106339 1.292703 0.398 0.093 -1.147
H 1.482065 0.482235 0.147101 0.227 0.239 -0.395
C -3.300097 1.804843 0.381731 -0.558 -1.280 -1.372
O -2.865536 0.526366 -0.119696 -0.115 1.199 0.818
C 1.399184 -0.599669 0.192130 0.374 -0.328 -0.081
H 1.037470 -0.780731 1.189824 -0.204 -0.519 0.653
H -1.138053 0.503084 1.047860 0.036 0.075 -0.443
C 3.789712 -0.385735 0.303818 -1.807 -0.701 1.180
H -1.586310 -1.422468 -1.354328 -0.023 0.513 0.797
H -2.482278 2.410973 0.753127 0.025 -0.130 0.492
H 4.728359 -0.946821 0.419155 -0.581 0.029 -0.553
```
Positions in Å, forces in eV/Å.

For the relative energy (zero: lowest compared OMol25 entry of this formula, charge and spin), the calculation gives 10.9 kcal/mol. Its SMILES is BrCOCCCCOCBr. Its multiplicity is 1. The total charge is 0. The calculation puts the gap between HOMO and LUMO at 10.8 eV. The value obtained for the lowest unoccupied orbital energy is 0.65 eV. The value obtained for the electronic energy is -150595.2715 eV.

***

The lowest electronic energy belongs to which entry?
C6H12Br2O2

***

What did the second record say?
This record from the Open Molecules 2025 dataset describes C6H12Br2O2 in the gas phase at a distorted geometry. The level of theory is the ωB97M-V functional and the def2-TZVPD basis.

Geometry as XYZ:
```
22
Properties=species:S:1:pos:R:3:forces:R:3
C -1.441053 0.335620 -0.002372 -0.128 0.441 -0.765
H -3.794482 2.358742 -0.448712 0.117 -0.518 0.770
Br 3.975895 0.952380 -1.125120 0.170 -0.163 0.395
C -1.023082 -1.054753 -0.465257 0.081 -0.828 -0.084
Br -4.714753 1.541970 1.792894 0.966 0.235 -0.687
H 0.640188 -0.540506 -1.794375 -0.134 -0.823 0.634
H -1.199039 -1.742122 0.379094 -0.095 -0.013 -0.418
O 2.668586 -1.248317 0.023087 1.692 1.152 0.168
H 0.755591 -2.216914 -1.056297 -0.323 0.893 0.068
C 0.469538 -1.152802 -0.863919 -0.202 0.496 -0.578
H -0.974664 1.068285 -0.692449 0.085 -0.060 0.546
H 3.572762 0.106339 1.292703 0.398 0.093 -1.147
H 1.482065 0.482235 0.147101 0.227 0.239 -0.395
C -3.300097 1.804843 0.381731 -0.558 -1.280 -1.372
O -2.865536 0.526366 -0.119696 -0.115 1.199 0.818
C 1.399184 -0.599669 0.192130 0.374 -0.328 -0.081
H 1.037470 -0.780731 1.189824 -0.204 -0.519 0.653
H -1.138053 0.503084 1.047860 0.036 0.075 -0.443
C 3.789712 -0.385735 0.303818 -1.807 -0.701 1.180
H -1.586310 -1.422468 -1.354328 -0.023 0.513 0.797
H -2.482278 2.410973 0.753127 0.025 -0.130 0.492
H 4.728359 -0.946821 0.419155 -0.581 0.029 -0.553
```
Positions in Å, forces in eV/Å.

For the relative energy (zero: lowest compared OMol25 entry of this formula, charge and spin), the calculation gives 10.9 kcal/mol. Its SMILES is BrCOCCCCOCBr. Its multiplicity is 1. The total charge is 0. The calculation puts the gap between HOMO and LUMO at 10.8 eV. The value obtained for the lowest unoccupied orbital energy is 0.65 eV. The value obtained for the electronic energy is -150595.2715 eV.

***

Among the records above, which one has the highest lowest unoccupied orbital energy?
C6H12Br2O2

***

Among the records above, which one has the highest gap between HOMO and LUMO?
C6H12Br2O2